# 1
ORCA calculation (wB97M-V/def2-TZVPD) on a molecular structure, C26H35AsBrF5N4OSV in a non-equilibrium geometry.

Output
- energy above the lowest of the compared OMol25 structures with the same formula, charge and spin (kcal per mole) = 22.78
- frontier orbital gap (alpha / beta) (eV) = 7.6934 / 8.4816
- energy (eV) = -216523.4116
- ⟨S²⟩ = 2.022
- HOMO level (alpha / beta) (hartree) = -0.3866 / -0.3889

Structure (ORCA input):
```
! wB97M-V def2-TZVPD RIJCOSX def2/J DEFGRID3
* xyz 1 3
V -0.08357 0.10958 -0.01448
N 0.10803 -1.63402 1.17222
C -0.95754 -2.12686 2.04176
C -2.23848 -2.38097 1.25624
C -2.80806 -1.09058 0.68243
N -1.98825 -0.59139 -0.42300
H 0.43644 -2.39984 0.58222
H 0.90321 -1.33781 1.74587
H -1.15266 -1.36264 2.79838
H -0.65480 -3.04845 2.55566
H -2.97732 -2.82142 1.92406
H -2.05669 -3.09864 0.45242
H -2.82241 -0.33015 1.46796
H -3.83673 -1.26627 0.34361
H -2.48804 0.16034 -0.89838
H -1.87022 -1.34477 -1.10479
F -5.55069 4.00746 -2.55288
C -4.35243 3.60218 -2.13825
C -4.21290 2.95388 -0.91416
F -5.27251 2.71909 -0.13669
C -2.95529 2.53735 -0.50955
F -2.81163 1.93669 0.70505
C -1.81173 2.70092 -1.29306
S -0.23947 2.23639 -0.74723
C -1.97631 3.36797 -2.51541
F -0.90539 3.57811 -3.28083
C -3.21994 3.82237 -2.92757
F -3.33981 4.48046 -4.07482
Br 2.81896 1.75481 1.94416
C 3.72705 0.07065 1.97906
C 5.09548 0.02619 2.19784
C 5.69361 -1.22336 2.18677
C 4.91089 -2.34349 1.94372
C 3.55468 -2.17022 1.73018
N 2.96345 -0.98099 1.74915
H 5.66235 0.93082 2.35163
H 6.75420 -1.32183 2.35365
H 5.34262 -3.33023 1.91432
H 2.91524 -3.01789 1.52223
C -0.15578 -3.46307 -1.92604
N -0.26186 -3.06076 -3.30659
C 0.78632 -3.64809 -4.11526
C -0.40652 -1.61812 -3.48532
C 0.78580 -0.83380 -2.98658
C 1.84026 -0.62220 -3.87632
C 3.04014 -0.07095 -3.46635
C 3.20907 0.28430 -2.13808
C 2.14579 0.11054 -1.27267
C 0.92243 -0.43277 -1.65376
H 0.04190 -4.53355 -1.88911
H -1.11261 -3.27424 -1.43241
H 0.65325 -2.93381 -1.38893
H 0.71679 -4.73189 -4.03154
H 1.79378 -3.33620 -3.80759
H 0.63318 -3.37531 -5.15618
H -1.32766 -1.30762 -2.97994
H -0.54783 -1.43934 -4.55268
H 1.70900 -0.89440 -4.91405
H 3.84485 0.07736 -4.16910
H 4.14201 0.70605 -1.79141
H 2.23827 0.42496 -0.23454
C 0.39885 2.20895 4.56093
As -0.82933 2.14599 3.04303
C -0.67354 3.86456 2.13825
C -2.58446 2.01442 3.89567
O -0.53568 0.79167 2.17645
H 0.01924 2.91300 5.29785
H 1.39093 2.52126 4.24208
H 0.46398 1.21264 5.00394
H -0.74118 4.64351 2.89409
H -1.47443 4.00106 1.41564
H 0.29021 3.92739 1.63144
H -2.81403 2.95878 4.38324
H -2.54158 1.22227 4.64745
H -3.36288 1.77396 3.17491
*
```

Löwdin population analysis, charges in e, atoms 1 to 4: number 1, V, carries 0.6261; number 2, N, carries -0.0445; number 3, C, carries -0.2241; number 4, C, carries -0.1601

***

# 2
ORCA calculation (wB97M-V/def2-TZVPD) on a molecular structure, C5H6InN2PS in a non-equilibrium geometry.

Output
- frontier orbital gap (eV) = 4.5305
- energy (eV) = -33538.5349
- HOMO level (hartree) = -0.6126

Structure (ORCA input):
```
! wB97M-V def2-TZVPD RIJCOSX def2/J DEFGRID3
* xyz 2 1
S 4.52245 -0.89208 0.07230
P 2.72512 -0.20992 0.33420
N 1.47293 -1.12186 -0.56071
C 0.27992 -0.55902 -0.29700
C -0.61012 -1.09832 0.69068
C -1.79234 -0.43886 0.92208
C -2.06453 0.70107 0.18154
N -1.29510 1.24086 -0.79474
C -0.15635 0.61323 -0.99582
H 2.60298 1.16083 0.00193
H 2.41870 -0.30601 1.71591
H -0.33679 -1.99924 1.23646
H -2.46907 -0.80574 1.68829
H -3.00048 1.21986 0.40530
H 0.51238 1.01217 -1.76419
In -2.80971 1.48304 -2.83623
*
```

Löwdin population analysis, charges in e, atoms 1 to 4: number 1, S, carries 0.4734; number 2, P, carries 0.4188; number 3, N, carries -0.0163; number 4, C, carries -0.3800

***

# 3
ORCA calculation (wB97M-V/def2-TZVPD) on a molecular structure, C35H48FeN6O3S.

Output
- energy above the lowest of the compared OMol25 structures with the same formula, charge and spin (kcal per mole) = 1.63
- frontier orbital gap (alpha / beta) (eV) = 6.0362 / 7.5482
- energy (eV) = -97381.6781
- ⟨S²⟩ = 6.477
- HOMO level (alpha / beta) (hartree) = -0.2012 / -0.2561

Structure (ORCA input):
```
! wB97M-V def2-TZVPD RIJCOSX def2/J DEFGRID3
* xyz 0 5
Fe 0.19186 -0.36545 -0.08545
N 3.25408 -3.75137 0.36262
C 2.09649 -3.10893 0.07156
O 1.90803 -1.96343 0.44780
C 1.09906 -3.92361 -0.71297
C -0.24586 -3.23543 -0.86102
H 3.99092 -3.22566 0.80099
H 3.45688 -4.66001 -0.01173
H 0.98454 -4.88951 -0.21576
H 1.53919 -4.11552 -1.69478
H -0.73934 -3.13466 0.10825
H -0.90121 -3.85823 -1.48325
C 4.55378 -0.65645 -0.95427
C 3.79408 -0.04841 -2.10132
C 4.34430 -0.16954 -3.37565
C 3.71164 0.34737 -4.49100
C 2.49349 0.99280 -4.33772
C 1.91030 1.12657 -3.08778
C 0.57637 1.79557 -2.93361
C 2.56752 0.62149 -1.95347
N 1.91581 0.75115 -0.71852
C 2.52326 1.36153 0.29965
C 3.72243 2.25356 0.11694
C 1.97602 1.22674 1.59236
C 2.69581 1.86397 2.75009
N 0.87558 0.49154 1.75610
C 0.18597 0.52174 2.99019
C -0.41965 1.70109 3.46152
C -0.24491 3.04260 2.80768
C -1.20269 1.64665 4.61336
C -1.37077 0.47118 5.31852
C -0.73008 -0.67623 4.87895
C 0.04511 -0.67025 3.72954
C 0.72861 -1.92899 3.30094
H 4.87121 -1.66649 -1.22244
H 3.96142 -0.71208 -0.04536
H 5.45819 -0.08113 -0.74179
H 5.29125 -0.68696 -3.48141
H 4.15911 0.24589 -5.47111
H 1.97894 1.40131 -5.20011
H 0.21765 2.16261 -3.89653
H 0.61346 2.62642 -2.22699
H -0.15554 1.09036 -2.53119
H 4.00390 2.33325 -0.93030
H 4.59372 1.90060 0.67258
H 3.50254 3.25948 0.48194
H 3.73380 1.52557 2.78800
H 2.22802 1.60866 3.69822
H 2.72323 2.95337 2.67320
H 0.16885 2.98500 1.80715
H 0.42246 3.66609 3.40870
H -1.20419 3.55693 2.74061
H -1.68106 2.55761 4.95442
H -1.98417 0.45080 6.21003
H -0.83357 -1.60149 5.43282
H 0.73102 -2.65034 4.11835
H 1.75190 -1.73973 2.98372
H 0.20879 -2.37435 2.45125
N -2.12344 -1.10402 1.46533
C -3.27870 -1.83740 1.75219
C -3.90685 -1.73477 2.99487
C -5.01902 -2.50985 3.27613
C -5.52691 -3.39389 2.33432
C -4.90499 -3.49111 1.09841
C -3.78834 -2.72622 0.80538
H -2.01470 -0.25590 2.00525
H -2.06266 -0.92151 0.47287
H -3.51032 -1.04949 3.73349
H -5.49563 -2.41848 4.24418
H -6.39671 -3.99562 2.55933
H -5.29237 -4.16969 0.34835
H -3.31047 -2.79941 -0.16522
C 0.17531 -1.65076 -3.83956
O 0.75911 -1.81387 -2.55359
C -0.11162 -1.86997 -1.48595
O -1.12309 -1.05650 -1.46525
H -0.24606 -2.59627 -4.19718
H 0.97285 -1.32913 -4.50403
H -0.60660 -0.88956 -3.82057
C -2.28167 4.69542 -1.27099
N -2.38068 3.44941 -1.98321
C -3.22180 3.32638 -3.15970
C -3.02389 1.85619 -3.53104
N -2.59924 1.28494 -2.26405
C -2.11882 2.23754 -1.44366
S -1.31320 2.02201 0.02979
H -1.99145 5.48680 -1.96273
H -1.52512 4.59573 -0.49662
H -3.23590 4.96196 -0.80455
H -2.89579 4.01425 -3.94089
H -4.26666 3.54926 -2.90976
H -2.24585 1.73759 -4.29322
H -3.94221 1.39198 -3.88827
H -2.19403 0.35871 -2.20233
*
```

Löwdin population analysis, charges in e, atoms 1 to 4: number 1, Fe, carries 0.6599; number 2, N, carries 0.1834; number 3, C, carries -0.4903; number 4, O, carries 0.0195

***

> energy of number 3 (C35H48FeN6O3S)?

-97381.6781 eV

***

> energy of number 3 (C35H48FeN6O3S)?

-97381.6781 eV

***

> Which of these has the lowest energy?

C26H35AsBrF5N4OSV

***

> Look up the energy of the third one.

-97381.6781 eV